No. 1
Computed, not measured: a molecular structure, C54H28ClI4N4O3S4Tl, with wB97M-V/def2-TZVPD.

Output
charge = -2
energy relative to the best compared isomer or geometry (same formula, charge and spin) = 31.1 kcal/mol
spin multiplicity = 1
E = -5935.63944 Eh
HOMO energy = -1.693 eV

Atoms and positions in Å:
Tl  0.5513  0.2846  0.1365
I  9.5989  -3.7255  1.4275
C  7.7335  -2.7240  1.2343
C  6.8913  -2.6211  2.3250
C  5.6808  -1.9798  2.1906
C  5.2788  -1.3768  0.9792
C  6.1280  -1.6110  -0.1252
C  7.3370  -2.2552  -0.0038
C  4.0011  -0.7381  0.8295
C  3.1027  -0.5954  1.9284
C  3.4830  -0.2595  3.2769
C  2.3425  -0.1454  4.0016
C  1.2545  -0.4433  3.1126
C  -0.0793  -0.5617  3.4568
C  -0.4528  -0.3182  4.8629
C  -1.3320  0.7154  5.1859
C  -1.6327  1.0081  6.5029
C  -1.0840  0.2281  7.5018
I  -1.5446  0.6446  9.5314
C  -0.2450  -0.8301  7.2147
C  0.0771  -1.0886  5.8961
C  -1.1433  -0.8799  2.5701
N  -1.0933  -0.7660  1.2091
C  -2.3078  -1.0894  0.7295
C  -2.7346  -0.7960  -0.6906
C  -4.0460  -1.5085  -0.9339
C  -4.0510  -2.8435  -1.3193
C  -5.2418  -3.5335  -1.4619
C  -6.4296  -2.8764  -1.2066
I  -8.2578  -3.9380  -1.4036
C  -6.4549  -1.5527  -0.8156
C  -5.2573  -0.8759  -0.6755
C  -1.7248  -1.0491  -1.7690
C  -2.0090  -1.2932  -3.1226
C  -0.8604  -0.9712  -3.8240
C  0.0867  -0.5446  -2.8779
N  -0.4505  -0.6482  -1.6267
C  1.3569  0.0273  -3.1517
C  2.3913  0.1544  -2.2446
C  3.6877  0.7165  -2.4809
C  4.4445  0.4390  -1.3884
C  3.6013  -0.2559  -0.4534
N  2.3622  -0.3624  -0.9628
C  1.5671  0.6252  -4.4763
C  0.7247  1.6558  -4.8907
C  0.9728  2.3433  -6.0629
C  2.0587  1.9783  -6.8356
I  2.4829  3.0480  -8.6212
C  2.8931  0.9408  -6.4691
C  2.6440  0.2698  -5.2861
C  -3.1477  -1.4803  1.7792
C  -2.4167  -1.3400  2.9466
N  1.7640  -0.6633  1.8466
H  7.1686  -3.0563  3.2747
H  5.0106  -1.9759  3.0334
H  5.8163  -1.3105  -1.1108
H  7.9575  -2.4081  -0.8753
H  4.4786  -0.0214  3.6012
H  2.2487  0.1357  5.0345
H  -1.7690  1.3116  4.3995
H  -2.2807  1.8382  6.7386
H  0.1548  -1.4524  8.0037
H  0.7417  -1.9082  5.6637
H  -3.1100  -3.3433  -1.4909
H  -5.2392  -4.5762  -1.7463
H  -7.3918  -1.0598  -0.6006
H  -5.2527  0.1537  -0.3500
H  -2.9344  -1.6543  -3.5363
H  -0.7054  -1.0190  -4.8870
H  3.9764  1.2733  -3.3520
H  5.4469  0.7757  -1.1949
H  -0.1023  1.9404  -4.2594
H  0.3359  3.1636  -6.3564
H  3.7386  0.6594  -7.0813
H  3.2958  -0.5381  -4.9851
H  -4.1657  -1.8163  1.6917
H  -2.7331  -1.5480  3.9540
O  -0.2881  4.8358  5.4674
C  -0.1859  4.3313  4.3817
S  1.3454  3.8901  3.6322
C  0.7026  3.1107  2.1779
C  -0.6408  3.1670  2.0282
S  -1.6153  2.2622  0.8899
S  -1.5478  3.9587  3.3238
S  1.8665  2.4154  1.1418
Cl  -3.0697  4.1474  -5.3681
C  -3.0087  3.0753  -4.0075
C  -3.7868  1.9340  -4.0010
C  -3.7480  1.1087  -2.8922
C  -2.9205  1.3945  -1.8064
O  -2.9356  0.6626  -0.6636
C  -2.1075  2.5377  -1.8510
C  -0.9592  2.7751  -0.8959
O  0.0866  2.0926  -1.2422
C  -2.1747  3.3805  -2.9498
H  -4.4153  1.6950  -4.8452
H  -4.3701  0.2284  -2.8739
H  -0.7908  3.8612  -0.7396
H  -1.5523  4.2636  -2.9793

=====

No. 2
Computed, not measured: a molecular structure, C54H37N8O2STi, with wB97M-V/def2-TZVPD.

Output
charge = +1
spin multiplicity = 1
E = -3916.17440 Eh
HOMO energy = -9.725 eV

Atoms and positions in Å:
Ti  -0.2071  0.1039  0.5215
C  -6.1578  2.9191  4.0442
C  -6.0442  2.5758  2.7046
C  -4.8771  1.9933  2.2314
C  -3.8140  1.7636  3.0984
C  -3.9325  2.1051  4.4425
C  -5.1035  2.6801  4.9145
C  -2.5678  1.1276  2.5848
C  -2.5942  -0.2386  2.3043
C  -3.6558  -1.1278  2.6591
C  -3.2874  -2.3644  2.2483
C  -2.0253  -2.2268  1.5832
N  -1.5837  -0.9298  1.6814
C  -1.4606  -3.1973  0.7633
C  -0.3975  -2.9403  -0.0902
C  0.0900  -3.8220  -1.1055
C  1.0271  -3.1482  -1.8157
C  1.2065  -1.8832  -1.1733
C  2.2871  -1.0247  -1.3660
C  3.1627  -1.1993  -2.5577
C  3.9862  -2.3070  -2.7319
C  4.7727  -2.4167  -3.8695
C  4.7397  -1.4259  -4.8410
C  3.9270  -0.3144  -4.6675
C  3.1455  -0.1995  -3.5272
C  2.6419  -0.0747  -0.4228
N  1.8294  0.3660  0.6023
C  2.6191  1.1831  1.3847
C  2.1401  2.0534  2.3493
C  3.0783  2.9247  3.1137
C  3.8921  3.8522  2.4678
C  4.7416  4.6719  3.1958
C  4.7886  4.5699  4.5790
C  3.9812  3.6490  5.2302
C  3.1284  2.8327  4.5016
C  0.7786  2.2153  2.5632
C  0.1606  3.3172  3.2304
C  -1.1809  3.1422  3.1514
C  -1.4021  1.8771  2.5222
N  -0.1878  1.3623  2.0896
C  3.9674  1.1634  0.8897
C  3.9640  0.4543  -0.2596
N  0.3029  -1.7528  -0.1405
C  -2.1139  -4.5374  0.7055
C  -2.8872  -4.8801  -0.4006
C  -3.5139  -6.1157  -0.4598
C  -3.3717  -7.0162  0.5869
C  -2.6067  -6.6767  1.6932
C  -1.9804  -5.4396  1.7542
H  -7.0696  3.3707  4.4115
H  -6.8658  2.7599  2.0254
H  -4.7843  1.7220  1.1867
H  -3.1088  1.9090  5.1182
H  -5.1914  2.9353  5.9620
H  -4.5564  -0.8329  3.1717
H  -3.8327  -3.2875  2.3523
H  -0.2584  -4.8292  -1.2624
H  1.5785  -3.4893  -2.6754
H  4.0222  -3.0753  -1.9693
H  5.4170  -3.2765  -3.9968
H  5.3516  -1.5160  -5.7286
H  3.9009  0.4640  -5.4191
H  2.5038  0.6639  -3.3895
H  3.8597  3.9286  1.3898
H  5.3651  5.3912  2.6814
H  5.4548  5.2059  5.1462
H  4.0139  3.5620  6.3079
H  2.5006  2.1116  5.0105
H  0.6943  4.1345  3.6862
H  -1.9553  3.7828  3.5385
H  4.8038  1.6476  1.3629
H  4.7965  0.2398  -0.9095
H  -3.0048  -4.1668  -1.2082
H  -4.1181  -6.3724  -1.3200
H  -3.8609  -7.9798  0.5391
H  -2.4957  -7.3758  2.5112
H  -1.3809  -5.1720  2.6156
N  -0.6012  -2.9801  -6.0962
C  -0.8471  -2.0547  -5.1169
C  -1.5434  -2.4056  -3.9559
C  -1.7264  -1.4910  -2.9405
C  -1.2290  -0.1973  -3.0753
C  -0.5687  0.1803  -4.2453
C  -0.3683  -0.7434  -5.2454
S  -1.4785  0.9519  -1.7937
O  -2.3019  2.0377  -2.1977
O  -1.9391  0.1084  -0.6337
N  -0.0949  1.3604  -1.0822
C  0.6291  2.4972  -1.5072
N  0.6535  2.7430  -2.8107
C  1.2653  3.8652  -3.1824
C  1.8549  4.7194  -2.2692
C  1.7769  4.3432  -0.9400
N  1.1628  3.2312  -0.5412
H  -1.1382  -3.8288  -6.1084
H  -0.2969  -2.6537  -6.9962
H  -1.9241  -3.4134  -3.8426
H  -2.2522  -1.7897  -2.0446
H  -0.2021  1.1908  -4.3532
H  0.1650  -0.4521  -6.1418
H  1.2774  4.0827  -4.2443
H  2.3410  5.6329  -2.5760
H  2.2006  4.9663  -0.1611

=====

No. 3
Computed, not measured: a molecular structure, C54H39BiBrF8N8O4S, with wB97M-V/def2-TZVPD.

Output
charge = -1
energy relative to the best compared isomer or geometry (same formula, charge and spin) = 5.2 kcal/mol
spin multiplicity = 1
E = -6805.82282 Eh
HOMO energy (spin up / spin down) = -4.777 / -4.769 eV

Atoms and positions in Å:
Bi  -0.0427  -0.0290  -0.0800
C  -0.7484  -1.6138  3.4722
N  -0.8819  -2.1548  2.1336
C  -1.9661  -3.1148  2.0288
C  0.3944  -2.6877  1.6785
C  0.3809  -3.2740  0.2627
N  -0.4980  -2.5259  -0.6254
C  -0.6142  -2.9248  -1.9095
C  -1.7102  -2.4293  -2.6662
F  -2.5743  -1.6029  -2.0420
C  -1.9440  -2.7600  -3.9743
F  -3.0223  -2.2367  -4.5931
C  -1.1149  -3.6168  -4.6757
C  -0.0556  -4.1416  -3.9667
F  0.7811  -4.9982  -4.5843
C  0.1891  -3.8326  -2.6452
F  1.2544  -4.4379  -2.0651
H  -0.3350  -2.3508  4.1837
H  -1.7259  -1.2929  3.8418
H  -0.0898  -0.7412  3.4523
H  -1.7915  -4.0193  2.6390
H  -2.0875  -3.4011  0.9837
H  -2.8972  -2.6490  2.3642
H  0.7651  -3.4765  2.3578
H  1.1121  -1.8688  1.7372
H  0.0424  -4.3167  0.3178
H  1.4276  -3.3115  -0.0620
H  -1.2886  -3.8651  -5.7122
C  -1.2262  2.6277  6.5878
O  -0.2209  3.4789  6.0667
C  0.1436  3.2749  4.7775
C  1.1540  4.1273  4.2894
C  1.5818  3.9626  3.0016
C  1.0806  2.9571  2.1466
C  1.6609  2.8065  0.8212
C  2.4068  3.9679  0.1930
O  1.6375  1.7640  0.1681
C  0.0417  2.1055  2.6328
O  -0.5439  1.1914  1.9394
C  -0.4081  2.3102  3.9689
H  -1.3610  2.9168  7.6259
H  -0.9235  1.5785  6.5367
H  -2.1700  2.7517  6.0476
H  1.5631  4.8903  4.9405
H  2.3719  4.6108  2.6401
H  2.0227  4.9389  0.5029
H  2.3180  3.8590  -0.8866
H  3.4687  3.9024  0.4500
H  -1.2061  1.6593  4.3046
Br  5.9952  -2.8329  4.1368
C  4.8097  -1.8463  3.0355
C  4.1021  -0.7863  3.5717
C  3.2388  -0.1037  2.7260
N  3.0400  -0.4390  1.4507
C  3.7427  -1.4614  0.9616
C  4.6532  -2.1956  1.7099
H  4.2073  -0.4986  4.6085
H  2.6776  0.7532  3.0925
H  3.5734  -1.7106  -0.0804
H  5.2155  -3.0041  1.2643
N  -0.7438  1.5981  -1.2716
C  -0.9965  1.7387  -2.5666
C  -0.8585  0.7125  -3.5583
C  -1.1670  0.9393  -4.8779
C  -1.6153  2.1963  -5.2917
C  -1.7397  3.2351  -4.3615
C  -1.4397  3.0222  -3.0369
H  -0.4589  -0.2418  -3.2426
H  -1.0431  0.1438  -5.6040
H  -1.8496  2.3731  -6.3347
H  -2.0658  4.2137  -4.6933
H  -1.5355  3.8163  -2.3041
O  -2.5025  0.1358  0.2766
S  -3.1006  0.1225  1.6625
C  -4.8030  -0.3970  1.3512
C  -5.3110  -0.2798  0.0666
C  -6.6063  -0.7035  -0.1887
C  -7.3790  -1.2501  0.8309
C  -6.8553  -1.3752  2.1102
C  -5.5583  -0.9541  2.3717
C  -3.4552  1.8455  2.0247
C  -2.8863  2.8130  1.2169
C  -3.0594  4.1490  1.5519
C  -3.7805  4.5012  2.6853
C  -4.3438  3.5161  3.4886
C  -4.1773  2.1790  3.1613
H  -4.6773  0.1126  -0.7210
H  -7.0092  -0.6159  -1.1900
H  -8.3835  -1.5975  0.6233
H  -7.4504  -1.8108  2.9036
H  -5.1341  -1.0766  3.3639
H  -2.2882  2.5079  0.3603
H  -2.6121  4.9178  0.9350
H  -3.8985  5.5447  2.9503
H  -4.9033  3.7879  4.3746
H  -4.6078  1.4043  3.7881
F  1.7966  1.8167  -4.0086
C  2.8053  1.5077  -4.8226
C  2.7757  1.9811  -6.0973
F  1.7224  2.6995  -6.4725
C  3.8338  1.7666  -7.0184
C  4.9282  1.0364  -6.4857
C  4.9524  0.5642  -5.2093
F  6.0123  -0.1397  -4.8176
C  3.8830  0.7548  -4.3081
C  3.8610  0.2112  -2.9942
C  2.6462  -0.0855  -2.3446
N  1.6608  -0.3884  -1.8248
C  5.0383  -0.1332  -2.2669
N  5.9659  -0.3918  -1.6289
F  5.9749  0.7758  -7.2645
C  3.8032  2.2460  -8.3458
C  2.6875  2.9410  -8.9073
N  1.8302  3.5052  -9.4330
C  4.8902  2.1060  -9.2629
N  5.7262  2.0483  -10.0548

=====

No. 4
Computed, not measured: a molecular structure, C54H42AsOP2PdS2, with wB97M-V/def2-TZVPD.

Output
charge = +1
energy relative to the best compared isomer or geometry (same formula, charge and spin) = 0.0 kcal/mol
spin multiplicity = 1
E = -6000.80907 Eh
HOMO energy = -9.578 eV

Atoms and positions in Å:
Pd  -0.0952  -0.0875  -1.1332
O  -2.1260  0.3096  -3.8425
S  -1.8820  0.7151  -2.4537
C  -1.7732  2.4881  -2.4355
C  -2.5271  3.1862  -3.3758
C  -2.5241  4.5673  -3.3311
C  -1.7862  5.2336  -2.3559
C  -1.0152  4.5201  -1.4572
C  -0.9660  3.1243  -1.5176
P  0.0907  2.1781  -0.3708
C  -0.6406  2.7922  1.1906
C  -2.0363  2.8186  1.2479
C  -2.6896  3.3082  2.3653
C  -1.9557  3.7676  3.4510
C  -0.5707  3.7469  3.4045
C  0.0877  3.2729  2.2749
C  1.7270  2.9554  -0.5053
C  2.7133  2.6045  0.4167
C  3.9586  3.2091  0.3870
C  4.2528  4.1394  -0.5992
C  3.3029  4.4491  -1.5586
C  2.0451  3.8646  -1.5124
C  -3.3922  0.4036  -1.5080
C  -4.5642  0.8319  -2.1258
C  -5.7811  0.6305  -1.4991
C  -5.8219  -0.0126  -0.2684
C  -4.6548  -0.4797  0.3123
C  -3.4149  -0.2979  -0.2975
P  -1.8829  -1.0529  0.3981
C  -2.0093  -2.7798  -0.1979
C  -3.0199  -3.2494  -1.0256
C  -2.9829  -4.5528  -1.5118
C  -1.9363  -5.3938  -1.1733
C  -0.9207  -4.9293  -0.3440
C  -0.9543  -3.6318  0.1330
C  -2.2278  -1.2815  2.1849
C  -2.9209  -2.3906  2.6737
C  -3.1559  -2.5296  4.0340
C  -2.7017  -1.5673  4.9244
C  -1.9933  -0.4724  4.4522
C  -1.7497  -0.3388  3.0934
H  -3.0799  2.6511  -4.1330
H  -3.1023  5.1290  -4.0523
H  -1.7992  6.3139  -2.3116
H  -0.4290  5.0453  -0.7134
H  -2.6266  2.4601  0.4103
H  -3.7707  3.3236  2.3914
H  -2.4629  4.1516  4.3257
H  0.0065  4.1191  4.2398
H  1.1653  3.3069  2.2473
H  2.5178  1.8524  1.1727
H  4.7042  2.9365  1.1200
H  5.2284  4.6052  -0.6321
H  3.5354  5.1524  -2.3467
H  1.3194  4.1250  -2.2695
H  -4.5270  1.3038  -3.0959
H  -6.6925  0.9714  -1.9704
H  -6.7689  -0.1733  0.2285
H  -4.7052  -1.0109  1.2554
H  -3.8358  -2.6039  -1.3198
H  -3.7734  -4.9043  -2.1610
H  -1.9048  -6.4040  -1.5578
H  -0.0953  -5.5776  -0.0800
H  -0.1477  -3.2768  0.7696
H  -3.2764  -3.1529  1.9936
H  -3.6941  -3.3944  4.3980
H  -2.8891  -1.6784  5.9840
H  -1.6154  0.2712  5.1417
H  -1.1574  0.4929  2.7435
S  -0.1447  -1.7394  -2.7599
C  1.1900  -2.8615  -2.5081
C  1.2354  -4.0092  -3.3087
C  2.3305  -4.8498  -3.2460
C  3.4064  -4.5716  -2.4015
C  3.3610  -3.4480  -1.5972
C  2.2385  -2.6231  -1.6372
As  2.0246  -1.0515  -0.5793
C  3.6850  -0.1325  -0.8909
C  4.7522  -0.2456  -0.0117
C  5.9831  0.2989  -0.3597
C  6.1358  0.9525  -1.5729
C  5.0597  1.0684  -2.4464
C  3.8313  0.5241  -2.1093
C  2.0399  -1.5901  1.2652
C  2.5395  -2.8158  1.6891
C  2.4695  -3.1555  3.0353
C  1.8980  -2.2842  3.9511
C  1.3785  -1.0689  3.5250
C  1.4428  -0.7275  2.1825
H  0.4186  -4.2231  -3.9854
H  2.3541  -5.7307  -3.8736
H  4.2675  -5.2244  -2.3763
H  4.1996  -3.2088  -0.9521
H  4.6371  -0.7589  0.9364
H  6.8219  0.2084  0.3178
H  7.0959  1.3721  -1.8420
H  5.1796  1.5788  -3.3926
H  2.9931  0.6020  -2.7948
H  2.9646  -3.5165  0.9826
H  2.8571  -4.1100  3.3653
H  1.8410  -2.5590  4.9955
H  0.9033  -0.3998  4.2301
H  0.9804  0.1963  1.8480

=====

| no. | maximum force (Eh/bohr) |
| --- | --- |
| 1 | 0.0250 |
| 2 | 0.0119 |
| 3 | 0.0186 |
| 4 | 0.0185 |